Record 1
A cluster of 10 separate species, C5H30N2O10 in total at a distorted geometry, computed with ωB97M-V/def2-TZVPD.

## Properties
E_LUMO = 0.228 eV
Structure (SMILES) = CNC[C@@H](C)NC=O.O.O.O.O.O.O.O.O.O
Relative energy (zero: lowest compared OMol25 entry of this formula, charge and spin) = 17.3 kcal/mol
Max |F| = 2.05 eV/A
Spin multiplicity = 1
Calculated total energy = -1070.453489 Eh
Orbital gap = 0.3388 Ha

Geometry (Å):
C1 -1.54 -0.32 -0.98
N1 -0.27 -0.66 -0.74
C2 1.46 0.98 -0.20
C3 0.48 -0.07 0.38
C4 1.21 -1.20 1.10
N2 0.37 -2.37 1.23
C5 0.64 -3.20 2.43
O1 -2.19 0.38 -0.19
H1 -2.01 -0.72 -1.88
H2 0.27 -1.07 -1.49
H3 2.34 1.05 0.45
H4 1.81 0.69 -1.19
H5 0.89 1.90 -0.25
H6 -0.24 0.44 1.00
H7 1.43 -0.85 2.12
H8 2.23 -1.45 0.77
H9 0.28 -2.97 0.42
H10 1.68 -3.04 2.73
H11 -0.02 -2.83 3.21
H12 0.35 -4.23 2.23
H13 -1.45 0.08 3.74
H14 -1.35 1.56 3.53
O2 -1.22 0.90 4.22
H15 2.41 1.24 -4.47
H16 1.20 1.34 -3.54
O3 2.06 0.88 -3.65
H17 -0.53 -4.17 -2.36
H18 0.11 -2.78 -2.30
O4 -0.51 -3.36 -1.83
H19 -2.10 2.09 0.27
H20 -2.66 3.46 0.81
O5 -1.86 2.96 0.63
H21 -0.22 2.90 -2.92
H22 -0.68 2.61 -4.38
O6 -0.27 2.20 -3.61
H23 2.44 -2.47 -2.71
H24 1.98 -1.15 -3.60
O7 1.78 -2.03 -3.25
H25 -1.38 -1.59 1.82
H26 -2.30 -0.44 1.59
O8 -1.99 -1.00 2.32
H27 -0.73 3.45 -1.00
H28 0.28 4.57 -1.11
O9 -0.39 4.11 -1.63
H29 1.05 0.61 5.05
H30 1.19 0.98 3.65
O10 1.75 0.76 4.41

Record 2
A cluster of 2 separate species, C2H5Cl2OP in total at a distorted geometry, computed with ωB97M-V/def2-TZVPD.

## Properties
E_LUMO = 0.715 eV
Relative energy (zero: lowest compared OMol25 entry of this formula, charge and spin) = 110.8 kcal/mol
Max |F| = 4.85 eV/A
Spin multiplicity = 1
Calculated total energy = -1416.065537 Eh
Orbital gap = 0.3522 Ha

Geometry (Å):
C1 -0.13 0.31 0.20
C2 0.50 0.49 -1.85
O1 -1.44 0.42 0.17
P1 0.66 -1.37 0.40
Cl1 0.39 -1.00 -2.75
Cl2 -0.72 1.60 -2.46
H1 0.47 1.24 0.46
H2 1.49 0.73 -1.90
H3 -1.58 1.29 -0.42
H4 -0.44 -1.89 -0.33
H5 0.06 -1.30 1.69

Record 3
An isolated molecule of C3H10N2O2 at a distorted geometry, computed with ωB97M-V/def2-TZVPD.

## Properties
E_LUMO = 1.087 eV
Structure (SMILES) = CON(C)CNO
Relative energy (zero: lowest compared OMol25 entry of this formula, charge and spin) = 134.1 kcal/mol
Max |F| = 4.55 eV/A
Spin multiplicity = 1
Calculated total energy = -380.122961 Eh
Orbital gap = 0.3817 Ha

Geometry (Å):
C1 -0.53 -0.49 -0.43
C2 2.47 -0.49 0.13
C3 -0.26 1.83 0.16
N1 0.15 0.44 0.39
N2 -1.99 -0.49 0.21
O1 1.50 0.31 -0.52
O2 -2.55 -1.79 0.05
H1 -3.22 -1.67 -0.65
H2 -1.95 -0.40 1.23
H3 -0.14 -1.50 -0.31
H4 -0.65 -0.22 -1.48
H5 2.08 -1.00 1.02
H6 3.33 0.12 0.41
H7 2.81 -1.27 -0.57
H8 -0.50 2.05 -0.88
H9 -1.12 2.07 0.79
H10 0.56 2.49 0.46

Record 4
An isolated molecule of CH2Cl4Si at a distorted geometry, computed with ωB97M-V/def2-TZVPD.

## Properties
E_LUMO = 0.365 eV
Structure (SMILES) = ClC[Si](Cl)(Cl)Cl
Relative energy (zero: lowest compared OMol25 entry of this formula, charge and spin) = 4.8 kcal/mol
Max |F| = 1.66 eV/A
Spin multiplicity = 1
Calculated total energy = -2169.729628 Eh
Orbital gap = 0.4185 Ha

Geometry (Å):
Cl1 -1.69 1.46 0.60
Cl2 2.02 0.22 1.51
Cl3 1.44 -1.65 -1.09
Cl4 -0.64 -2.03 1.43
C1 -0.54 0.74 -0.49
Si1 0.48 -0.58 0.36
H1 0.04 1.54 -0.98
H2 -1.12 0.29 -1.34

Record 5
A structure of composition C15H18ClNO4Ti at a distorted geometry, computed with ωB97M-V/def2-TZVPD.

## Properties
E_LUMO = -10.671 eV
Relative energy (zero: lowest compared OMol25 entry of this formula, charge and spin) = 52.4 kcal/mol
Max |F| = 3.31 eV/A
Spin multiplicity = 1
Total charge = +2
Calculated total energy = -2246.757491 Eh
Orbital gap = 0.1656 Ha

Geometry (Å):
C1 -2.24 0.14 -2.21
C2 -1.07 -0.81 -2.82
C3 0.27 -0.04 -3.15
C4 0.76 0.85 -1.96
C5 2.29 1.30 -2.03
C6 0.48 0.24 -0.56
C7 -0.12 1.07 0.49
C8 -0.47 2.57 0.21
O1 -0.49 3.33 1.41
O2 -1.64 4.11 1.44
C9 -0.44 0.59 1.86
C10 -0.17 -0.80 2.21
C11 0.45 -1.65 1.17
C12 0.78 -1.16 -0.16
Cl1 1.56 -2.30 -1.28
C13 0.62 -3.06 1.85
O3 0.95 -4.04 1.26
N1 0.28 -2.86 3.22
C14 1.52 -2.94 4.12
C15 -0.41 -1.62 3.52
O4 -1.04 -1.32 4.48
H1 -3.21 -0.11 -2.73
H2 -2.33 -0.14 -1.10
H3 -1.96 1.25 -2.35
H4 -1.47 -1.21 -3.80
H5 -0.96 -1.68 -2.14
H6 1.11 -0.70 -3.48
H7 0.06 0.64 -4.02
H8 0.17 1.81 -2.03
H9 2.56 1.63 -0.98
H10 2.98 0.50 -2.39
H11 2.32 2.24 -2.65
H12 0.38 2.98 -0.41
H13 -1.42 2.58 -0.39
H14 -1.57 4.70 0.66
H15 -0.88 1.25 2.64
H16 1.54 -3.94 4.61
H17 2.40 -2.83 3.43
H18 1.47 -2.10 4.87
Ti1 -3.06 1.52 -0.77

Record 6
A cluster of 9 separate species, H18O9 in total at a distorted geometry, computed with ωB97M-V/def2-TZVPD.

## Properties
E_LUMO = -0.171 eV
Structure (SMILES) = O.O.O.O.O.O.O.O.O
Relative energy (zero: lowest compared OMol25 entry of this formula, charge and spin) = 53.2 kcal/mol
Max |F| = 2.60 eV/A
Spin multiplicity = 1
Calculated total energy = -687.941036 Eh
Orbital gap = 0.3653 Ha

Geometry (Å):
O1 -0.03 0.30 2.38
H1 -0.04 0.49 1.44
H2 -0.68 -0.40 2.49
O2 -1.04 3.61 -1.66
H3 -1.02 4.18 -2.43
H4 -1.28 2.77 -2.05
O3 0.41 0.38 -0.24
H5 -0.51 0.63 -0.42
H6 0.38 -0.55 -0.06
O4 -0.20 -2.21 0.61
H7 -0.25 -3.01 0.16
H8 0.06 -2.33 1.53
O5 -2.16 1.05 -0.77
H9 -2.68 0.27 -0.60
H10 -2.68 1.83 -0.61
O6 -2.79 -2.27 -0.36
H11 -2.66 -2.40 -1.33
H12 -2.00 -1.79 -0.01
O7 1.30 1.92 -2.17
H13 1.00 1.31 -1.49
H14 0.73 2.68 -1.95
O8 2.32 -1.35 2.28
H15 1.58 -0.74 2.46
H16 2.51 -1.67 3.14
O9 3.57 -0.84 -0.20
H17 2.99 -1.31 -0.80
H18 3.20 -0.58 0.63